# 1
The following is a quantum chemistry calculation of one molecule with the formula C5H6O, from the OMol25 dataset.

Results
Energy relative to the best compared isomer or geometry (same formula, charge and spin)   2.7268 eV
F_max   0.5 eV Å⁻¹
Net charge   0
Frontier orbital gap   11.22 eV

Positions of all 12 atoms, in Å:
C1 2.7182 -0.0589 0.0623
C2 1.5860 -0.4647 0.0125
C3 0.1982 -0.9354 -0.0141
C4 -0.7670 0.1130 0.5014
C5 -1.5285 0.9626 -0.4112
O1 -2.1366 -0.1426 0.2469
H1 3.7229 0.3009 0.1002
H2 0.1067 -1.8394 0.6004
H3 -0.0934 -1.2161 -1.0329
H4 -0.5541 0.4914 1.5022
H5 -1.3880 0.8441 -1.4860
H6 -1.8643 1.9451 -0.0817

Löwdin population analysis, charges in e, atoms 1 to 6: number 1, C, carries 0.110; number 2, C, carries -0.138; number 3, C, carries -0.160; number 4, C, carries -0.317; number 5, C, carries -0.111; number 6, O, carries -0.039

# 2
The following is a quantum chemistry calculation of a 2-piece molecular cluster, C31H46BrF3N3O5 overall in a non-equilibrium geometry, from the OMol25 dataset.

Results
F_max   4.6 eV Å⁻¹
Net charge   -1
Frontier orbital gap   6.02 eV

Positions of all 89 atoms, in Å:
C1 -1.5104 7.6933 2.5698
C2 -0.7227 6.6665 1.6433
C3 -1.7076 5.6404 0.9092
C4 -2.2732 4.6721 2.0397
C5 -3.1310 3.4790 1.4515
C6 -3.8903 2.7749 2.6825
C7 -4.2615 1.3043 2.1857
C8 -3.1152 0.2452 2.4646
C9 -3.2866 -0.9713 1.4157
C10 -1.9607 -1.2406 0.6031
C11 -0.6979 -1.6589 1.3646
C12 -0.6758 -1.7942 2.9319
C13 -1.7408 -2.8175 3.5144
C14 -1.2943 -3.5610 4.8359
C15 -0.4568 -2.6773 5.8488
C16 0.5123 -1.9075 0.5467
C17 1.8735 -2.3365 1.2422
C18 2.9237 -1.1632 1.2168
O1 4.0747 -1.5492 0.4368
C19 3.4475 -0.7503 2.6428
F1 3.9767 -1.8828 3.2539
F2 2.4034 -0.2510 3.3983
F3 4.4201 0.2415 2.5346
C20 0.5207 -1.7363 -0.9637
N1 1.7227 -2.0068 -1.6200
C21 1.6526 -1.8334 -2.9754
C22 2.9793 -2.1746 -3.7678
C23 4.0667 -1.0261 -3.6891
C24 3.4847 0.4355 -3.6069
O2 4.8722 -1.2622 -2.5007
C25 0.3961 -1.3523 -3.6516
C26 0.4160 -1.1352 -5.2243
C27 0.0176 0.3669 -5.6119
C28 1.0954 1.3060 -6.3208
N2 -1.1423 0.8776 -5.4223
N3 -0.7995 -1.0730 -3.0580
C29 -0.6837 -1.3027 -1.6909
C30 -1.9382 -1.0805 -0.8601
Br1 -3.5803 -0.5549 -1.8298
H1 -1.6994 8.6300 1.9775
H2 -0.8651 7.9352 3.4593
H3 -2.4984 7.3099 2.9347
H4 -0.0931 6.0355 2.3416
H5 -0.0668 7.1608 0.8762
H6 -1.1566 4.9703 0.1819
H7 -2.5639 6.1814 0.4033
H8 -2.9077 5.2232 2.7931
H9 -1.4263 4.2043 2.6258
H10 -2.5067 2.7205 0.8966
H11 -3.9164 3.8540 0.7273
H12 -4.8751 3.3271 2.7632
H13 -3.2877 2.7942 3.6285
H14 -4.4820 1.3980 1.0761
H15 -5.2418 0.9903 2.6574
H16 -3.2837 -0.1594 3.5102
H17 -2.0788 0.6666 2.3358
H18 -4.1484 -0.6826 0.7616
H19 -3.6015 -1.9287 1.9334
H20 0.3260 -2.0824 3.3427
H21 -0.9070 -0.7765 3.3757
H22 -2.1030 -3.5580 2.7408
H23 -2.6608 -2.2099 3.7874
H24 -2.2232 -3.9037 5.3919
H25 -0.7522 -4.5114 4.5574
H26 -0.6355 -2.9453 6.9347
H27 -0.6511 -1.5767 5.7104
H28 0.6381 -2.8803 5.6328
H29 1.7184 -2.8102 2.2431
H30 2.2876 -3.1526 0.5712
H31 2.4962 -0.2397 0.7324
H32 4.6405 -0.7665 0.2932
H33 2.7741 -2.5486 -4.8081
H34 3.4140 -3.0617 -3.2126
H35 4.7459 -1.1444 -4.5868
H36 2.9081 0.6948 -4.5335
H37 4.3760 1.1376 -3.5846
H38 2.9157 0.6255 -2.6514
H39 4.5709 -0.6004 -1.8511
H40 1.4219 -1.3060 -5.6775
H41 -0.3842 -1.7970 -5.6533
H42 1.2786 2.2415 -5.7253
H43 2.0257 0.6719 -6.4203
H44 0.6790 1.5234 -7.3428
H45 -1.7477 0.1663 -4.9901
C31 2.4597 -6.0551 -4.5450
O3 2.4463 -7.3052 -4.4150
O4 3.2627 -5.4506 -3.5935
O5 1.8886 -5.3112 -5.3596
H46 3.5029 -6.3019 -3.1863

Löwdin population analysis, charges in e, atoms 1 to 6: number 1, C, carries -0.125; number 2, C, carries -0.258; number 3, C, carries -0.211; number 4, C, carries -0.241; number 5, C, carries -0.217; number 6, C, carries -0.206

# 3
The following is a quantum chemistry calculation of C25H47GeN5O5SSeY as an isolated structure, from the OMol25 dataset.

Results
Energy relative to the best compared isomer or geometry (same formula, charge and spin)   0.1971 eV
F_max   0.6 eV Å⁻¹
Net charge   +3
Frontier orbital gap   8.99 eV

Positions of all 86 atoms, in Å:
Y1 0.5464 -0.9116 0.5505
C1 -1.7710 2.1103 5.6636
Ge1 -0.8840 2.9479 4.1562
C2 -1.7771 4.5334 3.4990
C3 1.0162 3.2203 4.5045
C4 -0.8614 1.6561 2.6133
Se1 -0.4814 -0.1938 3.1571
C5 -2.3075 -0.8383 3.4269
H1 -1.5460 2.6763 6.5655
H2 -1.4226 1.0916 5.8358
H3 -2.8517 2.1056 5.5411
H4 -1.6776 5.3454 4.2153
H5 -2.8386 4.3425 3.3547
H6 -1.3499 4.8694 2.5558
H7 1.1706 3.8575 5.3718
H8 1.4967 3.6950 3.6491
H9 1.5022 2.2661 4.7147
H10 -0.0506 1.9561 1.9402
H11 -1.7953 1.6458 2.0482
H12 -2.7075 -0.2918 4.2785
H13 -2.2414 -1.8987 3.6627
H14 -2.9069 -0.6651 2.5357
C6 5.4899 -2.4543 -2.4545
N1 4.5474 -3.1559 -1.5309
C7 5.0021 -3.0779 -0.1138
C8 3.1233 -2.6745 -1.7042
C9 2.1675 -3.5437 -0.9305
C10 2.1722 -4.8971 -1.2641
C11 1.4123 -5.8125 -0.5523
C12 0.6035 -5.3607 0.4733
C13 0.5268 -3.9962 0.7376
C14 1.3183 -3.0400 0.0773
H15 6.4750 -2.8992 -2.3388
H16 5.5125 -1.4032 -2.1775
H17 5.1309 -2.5787 -3.4725
H18 4.5502 -4.1476 -1.7914
H19 5.0077 -2.0266 0.1698
H20 6.0059 -3.4906 -0.0552
H21 4.3093 -3.6471 0.5018
H22 2.9423 -2.7138 -2.7825
H23 3.1370 -1.6207 -1.3936
H24 2.7641 -5.2666 -2.0943
H25 1.4464 -6.8622 -0.8030
H26 0.0109 -6.0609 1.0431
H27 -0.1607 -3.7009 1.5354
C15 -7.1786 0.3348 -2.4379
C16 -6.4420 1.4848 -3.0994
S1 -4.6975 1.5500 -2.7191
O1 -4.3717 0.6203 -1.6524
O2 -4.2985 2.9262 -2.5591
C17 -3.8234 0.9121 -4.1515
C18 -2.3532 1.3119 -4.0776
N2 -1.5649 0.3676 -3.2592
C19 -1.1641 0.6131 -1.9985
N3 -0.5311 -0.4497 -1.4829
C20 -0.4988 -1.4122 -2.4782
C21 -1.1162 -0.8950 -3.5670
N4 -1.3166 -1.5447 -4.8410
O3 -0.6745 -2.5509 -5.0163
O4 -2.1069 -1.0368 -5.6019
C22 -1.3620 1.8867 -1.2679
H28 -8.2270 0.3888 -2.7252
H29 -7.1101 0.3971 -1.3549
H30 -6.7881 -0.6298 -2.7551
H31 -6.8090 2.4609 -2.7820
H32 -6.5275 1.4481 -4.1848
H33 -4.2529 1.2852 -5.0766
H34 -3.9492 -0.1669 -4.1218
H35 -2.2320 2.2799 -3.5933
H36 -1.9138 1.3738 -5.0735
H37 -0.0692 -2.3898 -2.3483
H38 -2.4232 2.0829 -1.1116
H39 -0.9221 2.7258 -1.8038
H40 -0.8743 1.8205 -0.2918
C23 4.4712 2.1542 3.2340
N5 3.7187 1.8162 2.0216
C24 3.8361 2.7565 0.9112
C25 2.9754 0.7519 1.9733
O5 2.2851 0.4023 0.9591
H41 4.0572 3.0653 3.6648
H42 5.5145 2.3107 2.9656
H43 4.3964 1.3402 3.9512
H44 4.8649 2.7493 0.5532
H45 3.5963 3.7542 1.2790
H46 3.1542 2.4727 0.1153
H47 2.9717 0.1424 2.8845

Löwdin population analysis, charges in e, atoms 1 to 6: number 1, Y, carries 1.481; number 2, C, carries -0.207; number 3, Ge, carries 0.768; number 4, C, carries -0.199; number 5, C, carries -0.213; number 6, C, carries -0.575